1.
{
  "formula": "C2H8OS2",
  "method": "ωB97M-V with the def2-TZVPD basis set",
  "gap_ev": [9.8, 5.8],
  "charge": 1,
  "lumo_energy_ev": [-4.529, -8.572],
  "e_above_lowest_kcal_mol": 29.4,
  "s_squared": 0.76,
  "spin_multiplicity": 2,
  "homo_energy_ev": [-14.37, -14.36],
  "symbols": ["C", "O", "H", "H", "H", "H", "C", "S", "S", "H", "H", "H", "H"],
  "positions_angstrom": [[0.02914, -1.83362, -0.30380], [0.87556, -1.42842, 0.77146], [0.15168, -2.89270, -0.51957], [-0.98247, -1.60497, -0.00064], [0.22490, -1.23466, -1.20075], [1.64838, -1.98893, 0.88300], [-0.30709, 1.84105, -0.97238], [-0.96432, 2.10800, 0.67931], [0.10565, 1.51905, 2.24342], [-0.49444, 2.81140, -1.42946], [-0.94063, 1.10699, -1.46263], [0.69857, 1.42860, -0.99865], [-0.04492, 0.16821, 2.31070]],
  "lowdin_spin": [0.000, 0.004, 0.000, 0.000, 0.000, 0.000, 0.077, 0.540, 0.311, 0.014, 0.015, 0.003, 0.036]
}

2.
{
  "formula": "C57H49F9GeN5O3PRuS3",
  "method": "ωB97M-V with the def2-TZVPD basis set",
  "gap_ev": [6.7, 3.6],
  "charge": 3,
  "lumo_energy_ev": [-8.760, -11.779],
  "e_above_lowest_kcal_mol": 14.8,
  "s_squared": 1.25,
  "spin_multiplicity": 2,
  "homo_energy_ev": [-15.43, -15.42],
  "symbols": ["Ru", "O", "S", "C", "C", "C", "C", "S", "O", "C", "C", "C", "C", "C", "C", "C", "C", "C", "C", "C", "C", "H", "H", "H", "H", "H", "H", "H", "H", "H", "H", "H", "H", "H", "H", "H", "H", "H", "H", "C", "C", "C", "C", "C", "C", "Ge", "C", "C", "C", "C", "C", "C", "C", "C", "C", "C", "C", "C", "H", "H", "H", "H", "H", "H", "H", "H", "H", "H", "H", "H", "H", "H", "H", "F", "C", "F", "F", "C", "C", "C", "C", "C", "C", "P", "C", "C", "C", "C", "C", "C", "C", "F", "F", "F", "C", "C", "C", "C", "C", "C", "C", "F", "F", "F", "H", "H", "H", "H", "H", "H", "H", "H", "H", "H", "H", "H", "N", "C", "N", "N", "C", "N", "H", "H", "H", "H", "O", "S", "N"],
  "positions_angstrom": [[0.26837, -0.25909, -0.49166], [-0.02326, -2.27139, 0.77882], [-0.26229, -2.91621, 2.10842], [-1.55603, -4.22168, 1.80765], [-2.41565, -3.89192, 0.59998], [-1.80985, -4.41725, -0.70120], [-2.60584, -3.95197, -1.90277], [-2.31115, -2.18802, -2.40952], [-1.78949, -1.40011, -1.23558], [-0.83273, -2.52965, -3.40628], [0.42474, -2.46156, -2.83018], [1.53832, -2.72417, -3.61456], [1.37712, -3.03360, -4.95656], [0.11243, -3.09751, -5.52349], [-1.00589, -2.84946, -4.74481], [-1.36362, -1.81578, 3.04211], [-2.01668, -0.75441, 2.44512], [-2.87659, 0.02068, 3.21159], [-3.10141, -0.29540, 4.54374], [-2.45896, -1.38072, 5.12513], [-1.56936, -2.13238, 4.37648], [-2.13469, -4.28796, 2.72658], [-1.01175, -5.15563, 1.67490], [-2.54203, -2.80947, 0.53282], [-3.40728, -4.32587, 0.73559], [-1.82427, -5.50955, -0.69851], [-0.76557, -4.11011, -0.78851], [-3.67742, -4.02107, -1.71775], [-2.36979, -4.53409, -2.79091], [0.53707, -2.24754, -1.75642], [2.51918, -2.69933, -3.16249], [2.24296, -3.24300, -5.56367], [-0.00733, -3.34121, -6.56834], [-1.99570, -2.90676, -5.17127], [-1.89063, -0.56498, 1.38305], [-3.39544, 0.84821, 2.75502], [-3.79563, 0.28769, 5.12866], [-2.65761, -1.65055, 6.15215], [-1.06553, -2.98465, 4.80744], [6.18917, 1.31730, 0.81107], [6.07854, 0.44493, 1.88136], [4.84954, 0.24841, 2.48856], [3.73810, 0.92420, 2.00932], [3.83860, 1.79633, 0.93443], [5.07595, 1.99752, 0.34617], [1.96667, 0.75721, 2.91673], [1.15189, 2.35603, 3.76777], [1.99301, 3.40293, 4.11946], [1.44811, 4.59795, 4.56405], [0.07400, 4.73261, 4.67536], [-0.76691, 3.68428, 4.32271], [-0.22560, 2.48753, 3.88682], [1.98892, -0.91087, 4.05960], [2.42522, -2.07323, 3.45774], [2.41534, -3.25588, 4.18612], [1.97857, -3.24622, 5.49970], [1.54323, -2.07180, 6.08717], [1.55481, -0.88388, 5.36627], [7.14671, 1.47483, 0.33528], [6.95115, -0.07130, 2.25132], [4.76492, -0.40396, 3.34773], [2.96956, 2.34505, 0.59173], [5.16558, 2.70805, -0.46196], [3.06486, 3.29148, 4.02397], [2.10205, 5.41461, 4.83063], [-0.34836, 5.65116, 5.05509], [-1.83808, 3.79807, 4.40139], [-0.87961, 1.65088, 3.66403], [2.79029, -2.05900, 2.43970], [2.77577, -4.16608, 3.72822], [2.00698, -4.15912, 6.07807], [1.19974, -2.05473, 7.10978], [1.25053, 0.04088, 5.83300], [-1.07243, 3.39368, -8.08794], [-1.58460, 2.18583, -7.82199], [-0.90266, 1.29504, -8.54613], [-2.84732, 2.18122, -8.25164], [-1.51543, 1.88805, -6.34022], [-0.72432, 0.85622, -5.85770], [-0.62853, 0.65245, -4.48895], [-1.34851, 1.45698, -3.61879], [-2.16237, 2.47819, -4.11245], [-2.24643, 2.69549, -5.47254], [-1.19960, 1.33593, -1.80344], [-0.48014, 2.99101, -1.57084], [0.88465, 3.03024, -1.85833], [1.60975, 4.18033, -1.63610], [0.95907, 5.30171, -1.13579], [-0.41534, 5.29839, -0.93584], [-1.14054, 4.13918, -1.15344], [1.77329, 6.49463, -0.69219], [2.02840, 6.38900, 0.63083], [1.14740, 7.65028, -0.87850], [2.96389, 6.56526, -1.29574], [-2.93908, 1.28589, -1.28034], [-3.83743, 0.60336, -2.10339], [-5.11124, 0.30162, -1.66192], [-5.49913, 0.69223, -0.38841], [-4.64607, 1.44963, 0.40569], [-3.36125, 1.72926, -0.02676], [-6.82896, 0.26650, 0.19281], [-7.60452, 1.31028, 0.47812], [-7.49971, -0.55633, -0.60781], [-6.62157, -0.40357, 1.34610], [-0.18163, 0.22339, -6.54551], [0.01116, -0.12775, -4.09660], [-2.72239, 3.10570, -3.43492], [-2.86741, 3.48804, -5.86534], [1.37648, 2.13536, -2.23077], [2.67210, 4.20508, -1.82303], [-0.91143, 6.19317, -0.58721], [-2.20729, 4.13665, -0.98683], [-3.53640, 0.29769, -3.09364], [-5.79695, -0.23476, -2.29801], [-5.00044, 1.80690, 1.36214], [-2.69249, 2.30188, 0.60302], [5.26121, 0.99962, -3.76986], [5.36098, -0.16507, -3.12476], [6.40449, -0.94973, -3.36800], [4.47689, -0.60184, -2.24695], [3.34424, -0.31181, -1.81554], [2.28112, -0.21462, -1.32851], [5.96887, 1.27349, -4.43364], [4.48327, 1.62208, -3.63342], [7.13626, -0.68447, -4.00906], [6.49839, -1.82337, -2.87537], [0.41412, 2.62398, 0.92327], [-0.29841, 1.39843, 1.21011], [0.68122, 0.29043, 1.68661]],
  "lowdin_spin": [-0.025, 0.038, 0.085, 0.029, 0.006, 0.000, 0.000, 0.000, 0.014, 0.000, 0.002, 0.000, 0.000, -0.001, 0.000, 0.019, 0.004, 0.009, 0.007, 0.001, 0.020, 0.000, 0.000, 0.000, 0.002, 0.000, 0.000, 0.000, 0.000, 0.001, 0.000, 0.000, 0.000, 0.000, 0.002, 0.001, 0.000, 0.000, -0.001, 0.000, 0.001, 0.001, 0.001, 0.000, 0.001, -0.008, -0.004, -0.001, 0.001, 0.000, 0.001, 0.002, 0.008, 0.193, 0.196, 0.005, 0.183, 0.171, 0.000, 0.000, 0.001, 0.000, 0.000, 0.000, 0.000, 0.000, 0.000, 0.001, 0.005, 0.005, -0.003, 0.006, 0.006, 0.000, 0.000, 0.000, 0.000, 0.000, 0.000, 0.000, -0.001, 0.000, 0.000, -0.001, -0.001, 0.000, 0.000, 0.000, 0.000, 0.000, 0.000, 0.000, 0.000, 0.000, 0.002, 0.000, 0.000, 0.000, 0.000, 0.000, 0.000, 0.000, 0.000, 0.000, 0.000, 0.000, 0.000, 0.000, 0.000, 0.000, 0.000, 0.000, 0.000, 0.000, 0.000, 0.000, -0.001, -0.002, -0.002, -0.007, -0.004, 0.017, 0.000, 0.000, 0.000, 0.000, 0.001, 0.028, -0.012]
}

3.
{
  "formula": "C6H13S",
  "method": "ωB97M-V with the def2-TZVPD basis set",
  "gap_ev": 6.2,
  "charge": -1,
  "lumo_energy_ev": 3.771,
  "e_above_lowest_kcal_mol": 4.0,
  "spin_multiplicity": 1,
  "homo_energy_ev": -2.41,
  "symbols": ["C", "C", "C", "C", "H", "H", "H", "H", "H", "H", "H", "H", "C", "C", "S", "H", "H", "H", "H", "H"],
  "positions_angstrom": [[0.33915, 0.36665, 2.27291], [-0.72112, 1.37725, 1.92746], [-1.29012, 2.15939, 2.84876], [-1.26504, 1.25732, 0.53450], [-0.07791, -0.56929, 1.89697], [0.58343, 0.31991, 3.33411], [1.25318, 0.48334, 1.68976], [-2.10663, 2.82213, 2.58212], [-0.80791, 2.28539, 3.81311], [-2.19051, 1.83323, 0.43417], [-1.47317, 0.21648, 0.29139], [-0.53430, 1.58906, -0.20322], [0.85645, -2.31406, -3.23410], [1.28688, -1.20925, -2.26442], [0.52681, -1.40043, -0.62185], [-0.22275, -2.45359, -3.17493], [1.33188, -3.26080, -2.96413], [1.14690, -2.07239, -4.26716], [0.98843, -0.25657, -2.72265], [2.37636, -1.17378, -2.17280]],
  "lowdin_charge": [-0.120, -0.430, -0.011, -0.124, 0.025, 0.064, 0.055, 0.038, 0.039, 0.063, 0.015, 0.071, -0.262, -0.828, 0.239, 0.035, 0.044, 0.043, 0.023, 0.020]
}

4.
{
  "formula": "C2H3NOS3",
  "method": "ωB97M-V with the def2-TZVPD basis set",
  "gap_ev": [6.5, 6.8],
  "lumo_energy_ev": [-1.904, -1.898],
  "e_above_lowest_kcal_mol": 103.3,
  "spin_multiplicity": 1,
  "homo_energy_ev": [-8.44, -8.70],
  "symbols": ["C", "C", "N", "O", "S", "S", "S", "H", "H", "H"],
  "positions_angstrom": [[-0.74093, 0.11307, -1.07658], [-0.09835, 0.52029, 0.09202], [-0.62861, 0.08185, 1.27232], [-1.45277, -0.99504, 1.09166], [-0.69038, 0.77121, -2.60765], [-1.87345, -1.09791, -0.57773], [1.99747, -0.83930, -0.61711], [0.46474, 1.58789, 0.17494], [0.03249, -0.01144, 2.07689], [2.98979, -0.13063, 0.17122]],
  "lowdin_charge": [-1.233, -0.396, -0.077, -0.422, 0.629, 1.046, 0.296, 0.186, 0.185, -0.214]
}